# 1
A cluster of 3 separate species, C3H11NO3S in total in a non-equilibrium geometry. Source: the Open Molecules 2025 dataset; level of theory: ωB97M-V with the def2-TZVPD basis set.

```
! wB97M-V def2-TZVPD RIJCOSX def2/J DEFGRID3
* xyz -2 1
C 1.63 0.57 0.59
C 2.25 -0.59 1.36
S 2.48 -0.09 3.18
N 1.06 0.16 -0.72
C -0.20 0.79 -1.12
O -1.23 -0.11 -1.31
H 0.77 0.91 1.17
H 2.38 1.36 0.46
H 3.20 -0.97 0.98
H 1.52 -1.36 1.57
H 1.00 -0.82 -0.88
H 0.01 1.33 -2.08
H -0.59 1.61 -0.46
H -4.12 -0.20 -1.74
H -2.56 0.26 -1.70
O -3.53 0.48 -2.11
H -1.51 -0.73 0.20
H -0.98 -1.16 1.67
O -1.58 -1.42 0.94
*
```

HOMO = 0.00289 Ha
frontier orbital gap = 5.930 eV

---

# 2
A cluster of 2 separate species, CH4ClN3S in total in a non-equilibrium geometry. Source: the Open Molecules 2025 dataset; level of theory: ωB97M-V with the def2-TZVPD basis set.

```
! wB97M-V def2-TZVPD RIJCOSX def2/J DEFGRID3
* xyz 0 1
N 1.08 -0.76 -0.78
N 0.90 0.51 -0.98
C 0.63 1.23 0.05
Cl 0.36 2.96 -0.42
H 0.59 -1.40 -1.50
H 0.90 -1.02 0.19
H 0.47 0.95 1.06
N -1.49 -1.14 0.52
S -1.87 0.31 0.32
H -1.55 -1.63 1.54
*
```

HOMO (spin up / spin down) = -0.30506 / -0.30495 Ha
structure (SMILES) = N/N=C/Cl.N=S
frontier orbital gap (spin up / spin down) = 7.139 / 7.137 eV

---

# 3
A structure of composition C8H20ClMgO4 in a non-equilibrium geometry. Source: the Open Molecules 2025 dataset; level of theory: ωB97M-V with the def2-TZVPD basis set.

```
! wB97M-V def2-TZVPD RIJCOSX def2/J DEFGRID3
* xyz 1 1
Mg -1.48 2.12 2.14
Cl 0.28 1.08 1.20
C -1.81 6.62 -3.58
O -1.50 5.29 -3.26
C -0.13 5.08 -3.42
C 0.33 3.72 -2.85
O -0.72 2.79 -2.93
C -0.27 1.47 -2.65
H -1.39 7.01 -4.51
H -1.44 7.31 -2.81
H -2.88 6.83 -3.62
H 0.43 5.78 -2.78
H 0.28 5.21 -4.42
H 0.63 3.86 -1.80
H 1.17 3.35 -3.44
H 0.15 1.48 -1.64
H 0.46 1.14 -3.38
H -1.13 0.80 -2.70
C -0.09 -6.91 4.02
O 0.48 -5.67 3.64
C -0.35 -4.92 2.79
C 0.49 -3.81 2.18
O 1.02 -2.86 3.09
C 2.03 -2.07 2.53
H -0.87 -6.75 4.77
H 0.67 -7.50 4.54
H -0.49 -7.46 3.17
H -1.20 -4.48 3.33
H -0.76 -5.55 1.99
H -0.16 -3.28 1.46
H 1.33 -4.25 1.63
H 2.81 -2.61 1.98
H 2.49 -1.59 3.40
H 1.62 -1.25 1.92
*
```

HOMO = -0.42405 Ha
frontier orbital gap = 3.498 eV

---

# 4
A structure of composition C31H19Br2F11N3O4Os in a non-equilibrium geometry. Source: the Open Molecules 2025 dataset; level of theory: ωB97M-V with the def2-TZVPD basis set.

```
! wB97M-V def2-TZVPD RIJCOSX def2/J DEFGRID3
* xyz -1 5
Os 0.98 0.12 0.74
C 3.63 0.84 -0.43
N 3.01 0.78 0.92
C 3.08 2.12 1.59
C 1.80 2.98 1.15
N 0.71 2.09 0.72
C -0.45 2.76 0.47
C -0.90 2.98 -0.85
F 0.06 2.88 -1.81
C -2.19 3.28 -1.25
F -2.64 2.99 -2.52
C -2.92 3.99 -0.31
F -4.11 4.59 -0.60
C -2.51 3.98 1.07
F -3.38 4.40 2.02
C -1.34 3.26 1.45
F -0.89 3.12 2.71
C 3.75 -0.31 1.66
C 3.34 -1.75 1.16
N 1.91 -1.66 0.77
C 1.33 -2.82 0.19
C 0.48 -3.66 0.87
F 0.54 -3.72 2.24
C -0.35 -4.60 0.19
F -1.34 -5.33 0.88
C -0.21 -4.73 -1.16
F -1.03 -5.55 -1.90
C 0.71 -3.98 -1.90
F 1.05 -4.29 -3.12
C 1.48 -3.06 -1.21
F 2.53 -2.44 -1.79
H 4.73 0.81 -0.35
H 3.20 1.74 -0.92
H 3.34 -0.01 -1.04
H 4.00 2.69 1.45
H 2.95 1.91 2.67
H 2.08 3.61 0.29
H 1.53 3.61 2.06
H 3.44 -0.16 2.75
H 4.83 -0.09 1.55
H 3.52 -2.51 2.00
H 3.88 -2.11 0.25
Br -1.48 -3.15 5.62
C -2.57 -2.18 4.39
C -3.79 -1.66 4.82
C -4.51 -0.87 3.92
C -3.90 -0.33 2.77
C -2.58 -0.78 2.38
C -1.92 -1.72 3.21
C -1.93 -0.11 1.24
O -2.49 0.89 0.72
O -0.78 -0.70 0.93
H -4.12 -1.91 5.84
H -5.50 -0.55 4.20
H -4.59 0.24 2.12
H -0.90 -2.06 3.10
Br -2.62 -1.36 -3.69
C -1.17 -0.35 -4.38
C -1.17 -0.15 -5.72
C -0.13 0.66 -6.27
C 0.77 1.29 -5.43
C 0.77 1.06 -4.05
C -0.19 0.28 -3.51
C -0.29 0.15 -1.95
O -1.40 0.46 -1.47
O 0.82 -0.11 -1.28
H -1.89 -0.70 -6.28
H -0.11 0.76 -7.37
H 1.47 2.03 -5.83
H 1.42 1.67 -3.39
F 1.11 0.40 2.71
*
```

HOMO (spin up / spin down) = -0.08751 / -0.21365 Ha
frontier orbital gap (spin up / spin down) = 4.471 / 7.524 eV
⟨S²⟩ = 6.01

---

# 5
The molecule C4H13N3O2. Source: the Open Molecules 2025 dataset; level of theory: ωB97M-V with the def2-TZVPD basis set.

```
! wB97M-V def2-TZVPD RIJCOSX def2/J DEFGRID3
* xyz 0 1
C 1.61 1.30 -0.71
N 1.19 -0.06 -0.94
C 1.02 -0.89 0.24
C 0.03 -0.53 1.38
C -1.25 0.24 1.04
O -1.00 1.59 1.35
O -2.37 -0.22 1.73
N 0.11 -0.05 -1.88
N -0.45 -1.38 -2.00
H 2.58 1.27 -0.20
H 1.73 1.79 -1.67
H 0.90 1.88 -0.10
H 0.75 -1.88 -0.14
H 2.02 -0.97 0.68
H 0.55 0.07 2.14
H -0.27 -1.48 1.85
H -1.54 0.11 -0.01
H -1.80 2.10 1.22
H -2.18 -0.23 2.67
H -0.65 0.55 -1.55
H -1.23 -1.29 -2.65
H 0.26 -1.94 -2.46
*
```

HOMO = -0.28330 Ha
structure (SMILES) = CN(CCC(O)O)NN
frontier orbital gap = 8.509 eV

---

# 6
The molecule C10H8N2O3 in a non-equilibrium geometry. Source: the Open Molecules 2025 dataset; level of theory: ωB97M-V with the def2-TZVPD basis set.

```
! wB97M-V def2-TZVPD RIJCOSX def2/J DEFGRID3
* xyz 0 1
O 3.14 -1.67 0.46
N 1.92 -1.88 0.30
C 1.28 -0.86 -0.34
N 1.91 -0.23 -1.32
O 1.23 0.67 -2.01
C 0.18 1.29 -1.19
C 1.09 1.77 -0.07
C 1.26 1.22 1.12
O 2.23 1.47 1.94
C -0.86 0.32 -0.60
C -2.23 0.38 -0.61
C -2.92 -0.65 0.02
C -2.23 -1.71 0.53
C -0.86 -1.88 0.41
C -0.18 -0.80 -0.17
H -0.29 2.07 -1.71
H 1.93 2.30 -0.42
H 0.40 0.58 1.51
H 2.76 2.15 1.44
H -2.66 1.38 -0.97
H -4.00 -0.66 -0.15
H -2.64 -2.55 0.92
H -0.46 -2.69 0.91
*
```

HOMO = -0.32603 Ha
structure (SMILES) = O=NC1=NO[C@H](/C=C/O)c2ccccc21
frontier orbital gap = 7.815 eV